(1)
Computed, not measured: a single C19H22O6 molecule, with ωB97M-V/def2-TZVPD.

Cartesian coordinates (Å):
O (3.9058, 0.4556, -2.7094)
O (2.9995, -1.7896, -4.1032)
O (0.9297, -3.4158, 0.7630)
O (1.2703, -0.7657, 1.6013)
O (-0.5100, 1.8423, 1.3568)
O (1.9816, 4.8485, -0.9200)
C (2.5428, -1.1539, -1.8088)
C (-2.9958, -0.1060, 3.2547)
C (1.2177, 0.9066, -0.1058)
C (0.8913, 1.8944, 1.0581)
C (1.7437, -1.5601, -0.5984)
C (2.0098, -3.9524, -1.3852)
C (2.5745, 1.1768, -0.7837)
C (1.9149, 3.7281, -0.5173)
C (2.6119, -2.0845, -2.8063)
C (1.5558, 3.3146, 0.9097)
C (-3.4189, 2.1665, 2.3729)
C (2.2578, -3.4154, -2.6919)
C (-0.7296, 2.4627, 3.6966)
C (2.4518, 2.5819, -1.4098)
C (-0.9574, 1.3761, 2.6478)
C (3.0502, 0.1685, -1.8384)
C (-2.4156, 0.9778, 2.3869)
C (1.5348, -2.9317, -0.4078)
C (1.4338, -0.5224, 0.4035)
H (2.5041, 3.3030, 1.4372)
H (-0.4948, 0.4904, 3.0290)
H (-2.3620, 0.6786, 1.3525)
H (0.3555, 2.7002, 3.7222)
H (3.5717, 2.9152, -1.5774)
H (1.3681, 1.5434, 1.9267)
H (-4.4175, 1.7785, 2.0127)
H (0.9058, 3.9714, 1.3989)
H (-3.6473, 2.4416, 3.3939)
H (0.3927, 0.8441, -0.8016)
H (-2.9146, 0.1018, 4.2957)
H (1.9054, 2.4341, -2.2724)
H (3.3768, 1.2100, -0.0178)
H (0.9938, -2.8158, 1.5247)
H (-1.0526, 2.1376, 4.6722)
H (3.4464, -0.9682, -4.2635)
H (2.1086, -5.0603, -1.1178)
H (-1.3563, 3.3664, 3.4836)
H (2.3475, -4.0458, -3.5282)
H (-3.2507, 3.0142, 1.6994)
H (-4.1019, -0.2603, 3.0381)
H (-2.6576, -1.1116, 3.0982)

Atomic forces in eV per Å
O -1.56 0.21 1.62
O -0.53 -1.41 0.48
O 0.73 -0.23 -1.54
O 0.36 -0.47 -1.06
O 0.68 0.26 -0.74
O -0.38 0.81 -0.06
C -3.10 -1.54 3.00
C -1.91 -0.66 -0.61
C 1.17 -1.29 0.98
C 0.15 -0.19 -0.33
C 2.09 -0.65 -1.87
C -1.06 1.92 -0.46
C -0.17 1.59 0.00
C 0.34 -1.64 0.27
C 0.73 1.29 -2.92
C -0.50 -1.50 -1.48
C -1.42 -1.07 -0.47
C -0.13 -1.54 4.11
C -0.25 0.75 -0.70
C 4.01 0.50 2.07
C -0.79 1.09 0.31
C 1.78 1.26 -1.89
C -0.62 1.43 -0.82
C 0.47 -1.22 1.29
C -1.65 0.10 1.72
H 0.22 -0.05 0.18
H 1.02 -0.75 -0.44
H -0.13 -0.66 -0.37
H -0.71 0.10 0.16
H -2.35 -0.42 -0.49
H 0.76 -0.99 1.06
H 0.98 0.11 0.24
H -0.81 1.44 0.56
H 0.17 0.66 0.28
H -0.19 0.30 -0.49
H 0.09 0.30 0.96
H -0.98 0.45 -2.16
H -0.39 -0.18 -0.13
H 0.20 0.49 -0.60
H 0.08 -0.34 0.47
H 0.33 1.00 0.77
H -0.69 1.88 -0.48
H 0.83 -0.57 -0.07
H 0.39 -0.65 -0.88
H 0.64 -0.11 0.46
H 1.12 0.64 0.27
H 0.97 -0.42 -0.22

Output
SMILES string	CC(C)[C@H](C)O[C@@H]1CC(=O)C[C@@H]2C(=O)c3c(O)ccc(O)c3C(=O)[C@H]21
LUMO	-0.0411	Ha
net charge	0
relative energy (zero: lowest compared OMol25 entry of this formula, charge and spin)	53.7	kcal/mol


(2)
Computed, not measured: a 2-piece molecular cluster, C3H10NO overall, with ωB97M-V/def2-TZVPD.

Cartesian coordinates (Å):
O (0.3603, -2.0887, 0.0775)
N (1.4678, 1.3002, -0.9377)
C (-0.4752, 0.0028, 0.9003)
C (-0.4152, -0.9305, -0.0889)
C (-1.3222, 1.1923, 0.4952)
H (-0.9592, -0.8023, -1.0383)
H (-0.0619, -0.1249, 1.8846)
H (1.3406, 0.8684, 0.0295)
H (-0.0879, -2.8146, -0.3685)
H (0.7436, 2.0430, -1.0797)
H (2.4189, 1.6885, -1.0016)
H (-0.8597, 2.1457, 0.8588)
H (1.3728, 0.5391, -1.5797)
H (-2.3177, 1.1598, 0.9895)
H (-1.4714, 1.3182, -0.5911)

Atomic forces in eV per Å
O -1.02 1.31 -0.41
N 0.38 0.99 1.72
C -0.99 -0.72 -3.01
C 1.09 -0.68 2.01
C -0.04 1.36 1.32
H 0.31 -0.21 0.40
H 0.09 -0.09 0.17
H -0.25 0.45 -1.10
H 0.12 -0.20 -0.10
H 0.70 -0.83 0.09
H -0.34 0.06 -0.16
H -0.38 -0.54 -0.21
H -0.24 -0.56 -0.73
H 0.56 0.05 -0.40
H -0.02 -0.39 0.41

Output
LUMO	-0.1443	Ha
net charge	+1
relative energy (zero: lowest compared OMol25 entry of this formula, charge and spin)	30.2	kcal/mol


(3)
Computed, not measured: H2LiO as an isolated structure, with ωB97M-V/def2-TZVPD.

Cartesian coordinates (Å):
O (-0.0140, -0.0940, -0.0936)
Li (-0.8151, 0.4362, 1.1114)
H (0.3723, -0.9421, -0.4092)
H (0.4568, 0.5999, -0.6086)

Atomic forces in eV per Å
O 2.69 -1.11 -3.26
Li -2.03 1.08 2.91
H -0.40 0.65 0.24
H -0.26 -0.62 0.11

Output
LUMO	-0.1824	Ha
net charge	+1
relative energy (zero: lowest compared OMol25 entry of this formula, charge and spin)	10.7	kcal/mol


(4)
Computed, not measured: C6H10O2 as an isolated structure, with ωB97M-V/def2-TZVPD.

Cartesian coordinates (Å):
O (-1.4572, -1.6817, -0.1313)
O (2.4954, -0.6066, 0.1465)
C (0.3186, 0.0031, -1.0165)
C (0.1845, -0.2844, 0.9809)
C (-0.7497, 1.0568, -0.7080)
C (-0.9193, 0.7153, 0.8291)
C (1.3984, 0.2695, 0.1602)
C (-0.1628, -1.2353, -0.1880)
H (-0.5175, 2.1620, -0.7792)
H (1.7233, 1.2251, 0.4311)
H (-1.9262, 0.2934, 1.1906)
H (-1.9873, -0.8168, -0.1874)
H (2.9468, -0.6237, -0.7907)
H (-1.7397, 0.9430, -1.2067)
H (0.0327, -0.8835, 1.9361)
H (0.7492, -0.0249, -2.0424)
H (0.3850, -2.1754, -0.1301)
H (-0.7742, 1.6641, 1.5059)

Atomic forces in eV per Å
O -2.52 2.05 -1.25
O 1.41 -0.49 -2.61
C 1.58 0.83 -1.05
C -0.62 -2.32 1.82
C -1.36 0.87 0.88
C -0.70 2.52 1.72
C -2.18 -2.49 -0.32
C 1.20 0.28 1.07
H 0.30 -1.44 -0.35
H 0.18 1.84 -0.02
H 1.40 0.64 -0.73
H 0.48 -2.31 0.12
H -1.48 0.23 2.76
H 0.82 -0.13 -0.14
H 1.39 1.18 -0.52
H -0.57 -0.15 0.49
H 0.85 0.59 -0.59
H -0.16 -1.70 -1.28

Output
LUMO	0.0308	Ha
net charge	0
relative energy (zero: lowest compared OMol25 entry of this formula, charge and spin)	60.9	kcal/mol